{"formula": "C57H40ClIIrNO2P2S", "method": "ωB97M-V with the def2-TZVPD basis set", "symbols": ["Ir", "O", "S", "C", "C", "C", "C", "C", "C", "C", "C", "C", "C", "P", "C", "C", "C", "C", "C", "C", "C", "C", "C", "C", "C", "C", "C", "C", "C", "C", "C", "C", "C", "C", "C", "C", "C", "C", "P", "C", "C", "C", "C", "C", "C", "C", "C", "C", "C", "C", "C", "C", "C", "H", "H", "H", "H", "H", "H", "H", "H", "H", "H", "H", "H", "H", "H", "H", "H", "H", "H", "H", "H", "H", "H", "H", "H", "H", "H", "H", "H", "H", "H", "H", "H", "H", "H", "H", "H", "Cl", "C", "C", "C", "I", "C", "O", "C", "N", "C", "C", "C", "C", "H", "H", "H", "H"], "xyz": [[-0.41, 0.21, -0.43], [1.89, 0.62, -0.74], [1.96, -0.03, 0.59], [2.89, 1.16, 1.59], [4.08, 0.80, 2.19], [4.97, 1.74, 2.72], [4.65, 3.06, 2.59], [5.40, 4.30, 2.94], [4.46, 5.47, 2.57], [3.20, 4.81, 2.10], [1.99, 5.32, 1.73], [0.96, 4.43, 1.39], [1.14, 3.05, 1.32], [-0.37, 2.03, 1.16], [-1.74, 3.07, 0.61], [-1.59, 3.94, -0.47], [-2.68, 4.62, -0.96], [-3.93, 4.44, -0.40], [-4.10, 3.55, 0.65], [-3.01, 2.86, 1.15], [-0.70, 1.73, 2.93], [-1.21, 2.76, 3.73], [-1.45, 2.53, 5.07], [-1.19, 1.29, 5.63], [-0.67, 0.27, 4.84], [-0.43, 0.49, 3.49], [2.42, 2.50, 1.62], [3.38, 3.42, 2.08], [3.04, -1.46, 0.40], [4.39, -1.33, 0.11], [5.28, -2.41, 0.25], [4.79, -3.59, 0.75], [5.47, -4.86, 1.14], [4.34, -5.80, 1.61], [3.08, -5.01, 1.43], [1.76, -5.31, 1.64], [0.79, -4.36, 1.29], [1.09, -3.09, 0.82], [-0.27, -2.17, 0.00], [-0.20, -2.90, -1.67], [-0.04, -2.04, -2.76], [-0.02, -2.54, -4.04], [-0.16, -3.90, -4.26], [-0.30, -4.76, -3.18], [-0.31, -4.27, -1.89], [-1.78, -2.87, 0.74], [-2.79, -3.41, -0.04], [-3.93, -3.93, 0.56], [-4.07, -3.88, 1.94], [-3.08, -3.30, 2.72], [-1.94, -2.79, 2.13], [2.46, -2.71, 0.72], [3.41, -3.73, 0.96], [4.35, -0.24, 2.23], [5.89, 1.41, 3.17], [6.33, 4.34, 2.37], [5.68, 4.31, 3.99], [4.87, 6.08, 1.77], [4.27, 6.13, 3.42], [1.79, 6.38, 1.73], [-0.01, 4.84, 1.18], [-0.61, 4.07, -0.92], [-2.56, 5.31, -1.79], [-4.78, 5.00, -0.77], [-5.07, 3.40, 1.09], [-3.15, 2.15, 1.96], [-1.41, 3.72, 3.29], [-1.85, 3.32, 5.68], [-1.38, 1.12, 6.67], [-0.45, -0.69, 5.28], [-0.03, -0.30, 2.87], [4.77, -0.37, -0.21], [6.33, -2.28, 0.01], [6.19, -4.67, 1.94], [6.03, -5.28, 0.30], [4.46, -6.10, 2.65], [4.30, -6.71, 1.02], [1.44, -6.27, 2.03], [-0.25, -4.64, 1.39], [0.07, -0.97, -2.58], [0.10, -1.86, -4.88], [-0.15, -4.29, -5.26], [-0.40, -5.82, -3.35], [-0.42, -4.94, -1.05], [-2.69, -3.44, -1.11], [-4.69, -4.38, -0.05], [-4.95, -4.30, 2.41], [-3.19, -3.27, 3.79], [-1.16, -2.35, 2.73], [-5.47, 2.81, -4.75], [-4.00, 2.42, -3.98], [-2.81, 2.93, -4.49], [-1.60, 2.62, -3.89], [0.23, 3.38, -4.55], [-1.53, 1.81, -2.73], [-0.44, 1.59, -2.14], [-2.77, 1.27, -2.22], [-2.68, 0.47, -1.13], [-3.78, -0.02, -0.60], [-5.05, 0.23, -1.14], [-5.16, 1.02, -2.26], [-4.00, 1.58, -2.83], [-2.83, 3.57, -5.35], [-3.67, -0.64, 0.28], [-5.92, -0.20, -0.68], [-6.12, 1.22, -2.72]], "lumo_energy_ev": [-7.020, -7.022], "fmax_ev_per_a": 4.7, "charge": 2}